{"formula": "C31H44CdN4P2", "method": "wB97M-V/def2-TZVPD", "fmax_ha_per_bohr": 0.0628, "e_lumo_ev": -0.23, "relative_energy_kj_mol": 0.00, "e_homo_ev": -5.6, "species": ["Cd", "C", "C", "C", "C", "C", "C", "C", "C", "C", "H", "H", "H", "H", "H", "H", "H", "H", "H", "H", "H", "H", "H", "H", "H", "P", "P", "N", "N", "N", "N", "C", "C", "C", "C", "C", "C", "C", "C", "C", "C", "C", "C", "C", "C", "C", "C", "C", "C", "H", "H", "H", "H", "H", "H", "H", "H", "H", "H", "H", "H", "H", "H", "H", "H", "H", "H", "H", "H", "C", "C", "C", "C", "H", "H", "H", "H", "H", "H", "H", "H", "H"], "positions_angstrom": [[0.91, 0.40, -1.25], [5.24, 5.27, -1.37], [5.19, 5.05, -0.05], [4.59, 6.07, 0.88], [3.30, 6.77, 0.37], [2.37, 5.96, -0.50], [2.46, 5.95, -1.84], [3.49, 6.87, -2.44], [4.97, 6.58, -2.01], [-1.23, 0.00, -1.44], [5.53, 4.49, -2.08], [5.83, 4.30, 0.43], [5.35, 6.86, 1.05], [4.36, 5.61, 1.87], [2.71, 7.09, 1.24], [3.60, 7.69, -0.16], [1.50, 5.55, 0.02], [1.71, 5.47, -2.49], [3.27, 7.92, -2.13], [3.48, 6.85, -3.54], [5.55, 6.59, -2.95], [5.37, 7.41, -1.40], [-1.26, -0.99, -1.91], [-1.80, 0.69, -2.08], [-1.74, -0.07, -0.47], [-0.53, 2.58, 0.29], [2.13, 1.05, 1.25], [-1.05, 3.67, -1.04], [-1.89, 2.82, 1.38], [3.35, 1.23, -0.02], [3.24, 0.25, 2.32], [0.77, 3.56, 1.10], [1.84, 2.77, 1.86], [-1.10, 3.27, -2.38], [-1.69, 4.28, -3.13], [-1.94, 5.37, -2.25], [-1.52, 4.98, -0.98], [-3.15, 2.25, 1.12], [-3.95, 2.40, 2.24], [-3.18, 3.08, 3.23], [-1.92, 3.31, 2.69], [3.19, 0.72, -1.34], [4.17, 1.35, -2.13], [4.93, 2.20, -1.29], [4.36, 2.17, -0.03], [4.62, 0.31, 2.54], [4.98, -0.71, 3.41], [3.78, -1.42, 3.75], [2.73, -0.82, 3.09], [0.30, 4.32, 1.74], [1.22, 4.10, 0.26], [2.77, 3.35, 1.89], [1.49, 2.60, 2.89], [-0.71, 2.31, -2.67], [-1.90, 4.22, -4.19], [-2.36, 6.32, -2.53], [-1.52, 5.53, -0.06], [-3.33, 1.77, 0.18], [-4.96, 2.05, 2.33], [-3.50, 3.34, 4.23], [-1.05, 3.75, 3.13], [2.87, -0.33, -1.50], [4.29, 1.25, -3.20], [5.78, 2.80, -1.57], [4.59, 2.74, 0.86], [5.24, 1.06, 2.07], [5.97, -0.92, 3.79], [3.70, -2.27, 4.41], [1.68, -1.03, 3.07], [0.72, -4.29, 0.07], [-0.05, -3.05, -0.42], [-1.53, -3.16, -0.01], [0.64, -1.80, 0.06], [0.59, -4.39, 1.16], [1.79, -4.21, -0.14], [0.37, -5.21, -0.42], [-0.05, -3.08, -1.53], [-1.63, -3.26, 1.08], [-2.13, -2.30, -0.34], [-1.96, -4.07, -0.45], [1.69, -1.97, 0.31], [0.12, -1.31, 0.89]], "lowdin_charge": [1.20, -0.13, -0.14, -0.18, -0.18, -0.12, -0.08, -0.18, -0.18, -0.36, 0.08, 0.11, 0.12, 0.10, 0.11, 0.10, 0.06, 0.11, 0.11, 0.10, 0.11, 0.11, -0.05, -0.07, -0.04, 1.00, 0.99, -0.23, -0.25, -0.25, -0.25, -0.42, -0.36, -0.17, -0.10, -0.10, -0.15, -0.13, -0.09, -0.09, -0.14, -0.30, -0.05, -0.07, -0.14, -0.12, -0.08, -0.09, -0.15, 0.08, 0.03, 0.07, 0.09, 0.03, 0.09, 0.09, 0.10, 0.10, 0.09, 0.09, 0.09, 0.07, 0.11, 0.09, 0.09, 0.08, 0.09, 0.09, 0.09, -0.12, -0.57, -0.11, -0.30, 0.07, 0.06, 0.06, 0.10, 0.07, 0.04, 0.07, -0.03, -0.01]}

---

{"formula": "C31H44ClN2O5PSSiTl", "method": "wB97M-V/def2-TZVPD", "fmax_ha_per_bohr": 0.0817, "total_charge": -1, "e_lumo_ev": 2.28, "relative_energy_kj_mol": 90.40, "e_homo_ev": -4.0, "species": ["Tl", "C", "C", "C", "C", "O", "Si", "S", "O", "C", "C", "C", "C", "O", "C", "C", "C", "C", "H", "H", "H", "H", "H", "H", "H", "H", "H", "H", "H", "H", "H", "H", "H", "H", "H", "H", "H", "H", "H", "H", "H", "H", "H", "H", "H", "Cl", "C", "C", "C", "C", "C", "C", "P", "C", "C", "C", "C", "C", "C", "C", "C", "C", "C", "C", "C", "H", "H", "H", "H", "H", "H", "H", "H", "H", "H", "H", "H", "H", "H", "N", "N", "C", "O", "O", "H", "H", "H"], "positions_angstrom": [[4.15, 9.34, 18.29], [7.07, 8.88, 21.37], [8.12, 9.31, 20.31], [9.37, 9.94, 20.92], [8.33, 8.33, 19.17], [7.44, 10.44, 19.76], [7.18, 11.52, 18.62], [5.08, 11.82, 18.27], [7.55, 13.02, 19.06], [7.01, 13.91, 20.14], [6.39, 13.00, 21.19], [6.16, 14.96, 19.43], [8.24, 14.62, 20.54], [7.84, 10.98, 17.28], [8.21, 11.52, 15.87], [9.56, 10.81, 15.43], [7.01, 11.15, 15.05], [8.52, 13.03, 16.09], [7.52, 8.03, 21.81], [6.09, 8.72, 20.99], [6.89, 9.60, 22.14], [10.03, 9.10, 21.41], [9.21, 10.72, 21.64], [10.01, 10.24, 20.11], [8.95, 7.44, 19.32], [8.88, 8.81, 18.34], [7.38, 8.03, 18.81], [5.61, 12.54, 20.63], [5.95, 13.55, 21.96], [7.11, 12.28, 21.55], [5.37, 14.45, 18.78], [6.89, 15.55, 18.89], [5.79, 15.59, 20.23], [9.03, 13.88, 20.86], [8.10, 15.21, 21.46], [8.62, 15.28, 19.79], [9.35, 9.82, 15.01], [10.21, 10.82, 16.29], [10.07, 11.29, 14.67], [6.91, 10.04, 14.95], [7.06, 11.66, 14.05], [6.05, 11.48, 15.54], [9.32, 13.15, 16.87], [7.57, 13.61, 16.37], [8.92, 13.53, 15.14], [4.62, 4.53, 17.99], [4.55, 4.33, 16.29], [5.00, 3.06, 15.83], [5.05, 2.80, 14.47], [4.53, 3.71, 13.56], [4.00, 4.89, 14.00], [3.91, 5.19, 15.45], [3.03, 6.68, 15.99], [1.32, 6.06, 16.08], [0.76, 5.82, 17.38], [-0.61, 5.77, 17.48], [-1.37, 5.90, 16.33], [-0.85, 5.81, 15.07], [0.52, 5.87, 14.93], [2.90, 7.90, 14.56], [1.82, 8.66, 14.30], [1.75, 9.57, 13.21], [2.92, 9.77, 12.42], [4.06, 9.00, 12.73], [4.09, 8.12, 13.78], [5.32, 2.34, 16.55], [5.49, 1.81, 14.08], [4.49, 3.51, 12.47], [3.51, 5.56, 13.32], [1.49, 5.73, 18.20], [-0.99, 5.66, 18.47], [-2.45, 6.01, 16.42], [-1.50, 5.72, 14.22], [1.03, 5.81, 14.00], [0.89, 8.47, 14.91], [0.87, 10.20, 13.11], [2.89, 10.45, 11.54], [4.97, 9.16, 12.09], [5.01, 7.58, 14.05], [1.17, 7.75, 21.77], [2.03, 8.76, 21.50], [3.43, 8.41, 21.32], [4.10, 9.31, 20.76], [3.76, 7.29, 21.70], [1.59, 6.81, 21.66], [0.79, 7.86, 22.73], [1.57, 9.49, 20.95]], "lowdin_charge": [0.58, 0.00, -0.58, -0.02, -0.01, -0.17, -0.25, 0.18, -0.21, -0.61, -0.03, -0.04, -0.07, -0.18, -0.51, -0.02, -0.06, -0.05, 0.07, 0.04, 0.08, 0.12, 0.06, 0.07, 0.09, 0.08, 0.07, 0.02, 0.07, 0.08, 0.06, 0.07, 0.08, 0.10, 0.09, 0.07, 0.08, 0.08, 0.04, 0.09, 0.09, 0.06, 0.09, 0.10, 0.09, 0.71, -0.70, -0.12, -0.10, -0.12, -0.08, -0.37, 1.01, -0.36, -0.07, -0.09, -0.11, -0.10, -0.10, -0.38, -0.12, -0.06, -0.08, -0.11, -0.11, 0.09, 0.13, 0.11, 0.09, 0.11, 0.10, 0.10, 0.10, 0.09, 0.12, 0.09, 0.10, 0.11, 0.11, -0.07, -0.09, -0.80, -0.27, -0.01, 0.08, 0.07, 0.12]}

---

{"formula": "C31H45Br2F6N5O11", "method": "wB97M-V/def2-TZVPD", "fmax_ha_per_bohr": 0.0676, "smiles": "CCOCCOC[C@@](C#N)(CCC(F)=C(F)F)[C@@](C#N)(CC[C@](F)(Br)C(F)(F)Br)CC(N)(N)N.C[C@@H]1COC(=O)O1.C[C@@H]1COC(=O)O1.C[C@@H]1COC(=O)O1", "e_lumo_ev": 0.23, "e_homo_ev": -9.2, "species": ["C", "C", "O", "C", "C", "O", "C", "C", "C", "N", "C", "C", "C", "F", "C", "F", "F", "C", "C", "N", "C", "C", "C", "F", "Br", "C", "F", "F", "Br", "C", "C", "N", "N", "N", "H", "H", "H", "H", "H", "H", "H", "H", "H", "H", "H", "H", "H", "H", "H", "H", "H", "H", "H", "H", "H", "H", "H", "H", "H", "H", "H", "C", "C", "C", "O", "C", "O", "O", "H", "H", "H", "H", "H", "H", "C", "C", "C", "O", "C", "O", "O", "H", "H", "H", "H", "H", "H", "C", "C", "C", "O", "C", "O", "O", "H", "H", "H", "H", "H", "H"], "positions_angstrom": [[1.88, -1.27, 2.77], [2.68, -0.10, 2.17], [1.85, 0.89, 1.62], [1.46, 0.54, 0.30], [0.67, 1.68, -0.29], [-0.65, 1.72, 0.24], [-1.50, 0.99, -0.63], [-2.76, 0.59, 0.14], [-2.30, -0.04, 1.38], [-1.86, -0.70, 2.25], [-3.49, 1.92, 0.51], [-3.98, 1.99, 1.98], [-4.97, 3.10, 2.02], [-4.55, 4.37, 1.89], [-6.28, 2.86, 2.13], [-7.25, 3.50, 1.50], [-6.75, 1.91, 2.92], [-3.66, -0.39, -0.68], [-3.98, 0.35, -1.91], [-4.21, 0.79, -2.98], [-2.88, -1.67, -1.01], [-2.19, -1.67, -2.40], [-1.08, -2.72, -2.42], [-0.08, -2.30, -1.61], [-0.36, -2.71, -4.24], [-1.55, -4.14, -2.05], [-2.80, -4.35, -2.44], [-0.80, -5.05, -2.69], [-1.32, -4.55, -0.16], [-4.94, -0.62, 0.13], [-5.83, -1.77, -0.34], [-5.48, -2.99, 0.39], [-7.21, -1.39, 0.05], [-5.84, -1.96, -1.78], [2.23, -1.53, 3.76], [2.00, -2.17, 2.16], [0.83, -1.02, 2.85], [3.35, -0.52, 1.42], [3.30, 0.35, 2.94], [0.85, -0.37, 0.31], [2.35, 0.34, -0.31], [1.20, 2.59, -0.06], [0.69, 1.57, -1.37], [-0.97, 0.07, -0.87], [-1.73, 1.58, -1.51], [-4.36, 2.10, -0.11], [-2.81, 2.75, 0.39], [-4.54, 1.11, 2.26], [-3.16, 2.16, 2.67], [-2.10, -1.86, -0.29], [-3.51, -2.55, -1.01], [-1.69, -0.73, -2.61], [-2.92, -1.93, -3.15], [-5.54, 0.28, 0.04], [-4.77, -0.75, 1.19], [-4.55, -2.96, 0.77], [-5.63, -3.83, -0.16], [-7.79, -2.21, 0.07], [-7.21, -0.92, 0.94], [-6.65, -1.48, -2.15], [-5.96, -2.94, -2.02], [6.42, -3.11, -0.65], [5.01, -2.96, -1.15], [4.85, -3.14, -2.64], [3.72, -2.30, -2.93], [3.67, -1.34, -1.98], [2.98, -0.38, -2.03], [4.53, -1.62, -0.97], [6.46, -3.05, 0.43], [6.84, -4.07, -0.95], [7.05, -2.31, -1.04], [4.34, -3.63, -0.60], [4.64, -4.17, -2.93], [5.70, -2.77, -3.21], [-3.77, 6.48, 0.09], [-3.82, 7.98, -0.07], [-5.21, 8.56, -0.14], [-5.02, 9.73, -0.95], [-3.94, 9.50, -1.75], [-3.62, 10.18, -2.66], [-3.27, 8.39, -1.34], [-2.74, 6.14, 0.21], [-4.34, 6.18, 0.95], [-4.17, 5.99, -0.80], [-3.23, 8.46, 0.71], [-5.60, 8.84, 0.83], [-5.92, 7.90, -0.64], [12.22, -3.39, 2.57], [11.06, -3.73, 1.67], [10.43, -2.54, 0.98], [9.07, -2.97, 0.82], [8.81, -3.88, 1.80], [7.73, -4.29, 2.08], [9.95, -4.25, 2.42], [12.67, -4.29, 2.97], [12.98, -2.83, 2.03], [11.88, -2.79, 3.42], [11.36, -4.49, 0.94], [10.87, -2.32, 0.02], [10.43, -1.64, 1.60]], "lowdin_charge": [-0.06, -0.27, -0.13, -0.19, -0.16, -0.11, -0.17, -0.33, -0.16, 0.23, -0.08, -0.10, -0.21, 0.07, -0.31, 0.16, 0.14, -0.33, -0.19, 0.22, -0.14, -0.18, -0.82, -0.03, 0.86, -0.93, 0.08, -0.01, 0.87, -0.07, -0.64, 0.10, 0.07, 0.11, 0.06, 0.06, 0.05, 0.10, 0.11, 0.13, 0.10, 0.14, 0.13, 0.11, 0.15, 0.12, 0.13, 0.11, 0.13, 0.08, 0.07, 0.10, 0.12, 0.12, 0.13, 0.06, 0.07, 0.07, 0.07, 0.09, 0.08, -0.03, -0.31, -0.09, 0.07, -0.55, 0.14, 0.09, 0.07, 0.10, 0.09, 0.16, 0.14, 0.14, -0.03, -0.33, -0.10, 0.06, -0.56, 0.17, 0.08, 0.09, 0.06, 0.10, 0.16, 0.14, 0.14, -0.02, -0.33, -0.09, 0.04, -0.56, 0.17, 0.09, 0.09, 0.09, 0.09, 0.16, 0.14, 0.14]}

---

Asked for Kohn-Sham gap across the records above, the calculation gives 5.3; 6.3; 9.4 eV in order.